Record 1
The following is a DFT calculation (wB97M-V/def2-TZVPD) of a molecular structure, C33H19Br2Cl5IrN2OP.

```
! RIJCOSX wB97M-V def2-TZVPD def2/J DEFGRID3
* xyz 0 5
Ir 1.0396 -1.6380 -0.9045
Cl 1.8820 -1.6127 -4.2752
C 0.8576 -2.9079 -3.7406
C 0.5857 -3.0526 -2.3849
C -0.2249 -4.1042 -2.0030
Cl -0.5735 -4.2954 -0.2924
C -0.7738 -4.9997 -2.9066
Cl -1.7738 -6.2949 -2.3635
C -0.4983 -4.8334 -4.2616
Cl -1.1677 -5.9272 -5.4124
C 0.3214 -3.7853 -4.6825
Cl 0.6642 -3.5917 -6.3615
Br 4.7947 1.7952 -2.0929
C 4.3439 1.0527 -0.4220
C 4.9514 1.5637 0.7428
C 4.6208 1.0958 1.9788
Br 5.4127 1.8797 3.5138
C 3.6782 0.0529 2.1099
C 3.2685 -0.5391 3.3240
C 2.3870 -1.5824 3.3156
C 1.8711 -2.0368 2.0922
N 2.2066 -1.4897 0.9530
C 3.0965 -0.4552 0.9285
C 3.3789 0.0673 -0.3790
O 2.7447 -0.4051 -1.4168
H 5.6775 2.3614 0.6490
H 3.6598 -0.1546 4.2579
H 2.0659 -2.0563 4.2360
H 1.1841 -2.8763 2.0425
N -0.4574 -0.4858 -1.1236
P -1.1834 0.5937 -0.2034
C -2.2321 1.6371 -1.2262
C -2.4693 1.2479 -2.5402
C -3.2575 2.0404 -3.3671
C -3.8008 3.2209 -2.8837
C -3.5544 3.6242 -1.5723
C -2.7651 2.8380 -0.7451
C -0.0500 1.6994 0.6450
C -0.1922 2.0140 1.9942
C 0.7039 2.8883 2.6031
C 1.7226 3.4643 1.8565
C 1.8595 3.1643 0.5033
C 0.9894 2.2696 -0.1026
C -2.2275 -0.1192 1.0831
C -1.6334 -0.9901 2.0041
C -2.4012 -1.6148 2.9756
C -3.7726 -1.3824 3.0305
C -4.3712 -0.5300 2.1141
C -3.6044 0.0975 1.1400
H -2.0288 0.3263 -2.9051
H -3.4415 1.7356 -4.3915
H -4.4117 3.8389 -3.5328
H -3.9698 4.5549 -1.2021
H -2.5528 3.1656 0.2683
H -0.9847 1.5557 2.5769
H 0.6070 3.1164 3.6592
H 2.4214 4.1439 2.3330
H 2.6619 3.6076 -0.0748
H 1.1180 2.0049 -1.1474
H -0.5638 -1.1813 1.9478
H -1.9348 -2.2882 3.6858
H -4.3774 -1.8780 3.7809
H -5.4412 -0.3586 2.1488
H -4.0859 0.7487 0.4229
*
```

LUMO energy (alpha / beta) = -0.41 / -1.15 eV
Orbital gap (alpha / beta) = 6.68 / 6.71 eV
E = -254380.30700 eV

Electronic structure analysis, Mulliken charges in units of e: atom 1 (Ir): 1.377, atom 2 (Cl): -0.158, atom 3 (C): 0.538, atom 4 (C): -0.921, atom 5 (C): 0.771, atom 6 (Cl): -0.222, atom 7 (C): -0.243, atom 8 (Cl): -0.187, atom 9 (C): 0.513, atom 10 (Cl): -0.187, atom 11 (C): -0.126, atom 12 (Cl): -0.180, atom 13 (Br): -0.100, atom 14 (C): -0.257, atom 15 (C): -0.374, atom 16 (C): 0.051, atom 17 (Br): -0.214, atom 18 (C): 1.453, atom 19 (C): -1.032, atom 20 (C): -0.549, atom 21 (C): -0.557, atom 22 (N): -0.666, atom 23 (C): -0.050, atom 24 (C): 0.531, atom 25 (O): -0.783, atom 26 (H): 0.446, atom 27 (H): 0.334, atom 28 (H): 0.451, atom 29 (H): 0.527, atom 30 (N): -0.513, atom 31 (P): 1.339, atom 32 (C): -0.217, atom 33 (C): -0.503, atom 34 (C): -0.649, atom 35 (C): -0.440, atom 36 (C): -0.697, atom 37 (C): -0.293, atom 38 (C): 0.528, atom 39 (C): -0.132, atom 40 (C): -0.871, atom 41 (C): -0.490, atom 42 (C): -0.606, atom 43 (C): -0.386, atom 44 (C): 0.089, atom 45 (C): 0.044, atom 46 (C): -0.692, atom 47 (C): -0.552, atom 48 (C): -0.743, atom 49 (C): -0.567, atom 50 (H): 0.449, atom 51 (H): 0.403, atom 52 (H): 0.389, atom 53 (H): 0.400, atom 54 (H): 0.416, atom 55 (H): 0.446, atom 56 (H): 0.432, atom 57 (H): 0.422, atom 58 (H): 0.465, atom 59 (H): 0.369, atom 60 (H): 0.340, atom 61 (H): 0.446, atom 62 (H): 0.382, atom 63 (H): 0.420, atom 64 (H): 0.383

=====

Record 2
The following is a DFT calculation (wB97M-V/def2-TZVPD) of 4 unconnected molecules or ions with the total composition C3H12NO2S at a distorted geometry.

```
! RIJCOSX wB97M-V def2-TZVPD def2/J DEFGRID3
* xyz -1 1
C 0.5125 1.1606 -0.0398
C -0.4930 0.4897 -0.9867
C 0.0658 -0.8285 -1.5051
S 0.2407 -2.0273 -0.2250
N -0.0032 1.9179 -3.0905
H 0.8918 2.0847 -0.4715
H 0.0086 1.4190 0.8860
H 1.3202 0.5009 0.2625
H -1.5010 0.3313 -0.5886
H 1.1092 -0.7192 -1.8800
H -0.5993 -1.2603 -2.2497
H -0.3401 1.2373 -1.9413
H 0.8559 2.3230 -3.4083
H -0.7894 1.6381 -3.6476
H 0.7976 1.8387 3.7179
O 0.5233 1.3070 2.9705
H -0.9932 -1.0422 1.8482
H -0.5231 0.2268 2.6949
O -1.1364 -0.5949 2.6962
*
```

Energy relative to the best compared isomer or geometry (same formula, charge and spin) = 172.4 kcal per mole
LUMO energy = -0.27 eV
Orbital gap = 3.37 eV
E = -19720.33250 eV

Electronic structure analysis, Mulliken charges in units of e: atom 1 (C): -1.084, atom 2 (C): 0.037, atom 3 (C): -0.597, atom 4 (S): -0.197, atom 5 (N): -0.662, atom 6 (H): 0.412, atom 7 (H): 0.254, atom 8 (H): 0.258, atom 9 (H): 0.395, atom 10 (H): 0.294, atom 11 (H): 0.336, atom 12 (H): 0.190, atom 13 (H): 0.127, atom 14 (H): 0.172, atom 15 (H): 0.120, atom 16 (O): -1.024, atom 17 (H): 0.170, atom 18 (H): 0.497, atom 19 (O): -0.700

=====

Record 3
The following is a DFT calculation (wB97M-V/def2-TZVPD) of a molecular structure, C5H7BrNYb at a distorted geometry.

```
! RIJCOSX wB97M-V def2-TZVPD def2/J DEFGRID3
* xyz 1 1
C -0.4810 2.6522 -0.0921
C -1.2884 1.5291 0.2628
N -2.0576 0.2474 0.6468
C -1.2341 -0.8452 -0.0671
Br -2.2983 -2.5248 -0.2933
C 0.1411 -1.0114 0.8197
C 1.5232 -0.6237 -0.0388
H 0.4789 3.2210 -0.5163
H -0.8976 -0.3552 -1.1003
H 0.2478 -2.1349 1.1948
H 0.1096 -0.3501 1.8042
H 1.6306 0.5347 -0.1968
H 1.4891 -1.2522 -1.0260
H 2.4351 -0.9689 0.6405
Yb 0.2017 1.8817 -2.0383
*
```

Energy relative to the best compared isomer or geometry (same formula, charge and spin) = 79.4 kcal per mole
LUMO energy = -6.00 eV
Orbital gap = 5.78 eV
E = -108344.67043 eV

Electronic structure analysis, Mulliken charges in units of e: atom 1 (C): -0.447, atom 2 (C): 0.198, atom 3 (N): -0.415, atom 4 (C): 0.371, atom 5 (Br): -0.106, atom 6 (C): -0.434, atom 7 (C): -0.596, atom 8 (H): 0.253, atom 9 (H): -0.211, atom 10 (H): 0.396, atom 11 (H): 0.292, atom 12 (H): -0.041, atom 13 (H): 0.312, atom 14 (H): 0.327, atom 15 (Yb): 1.101

=====

Record 4
The following is a DFT calculation (wB97M-V/def2-TZVPD) of a molecular structure, C17H26ClN6O3Ti at a distorted geometry.

```
! RIJCOSX wB97M-V def2-TZVPD def2/J DEFGRID3
* xyz 1 1
Ti 0.4479 0.4105 -0.0116
C 0.8633 3.7715 3.0613
N -0.0682 3.9043 1.9339
C -0.5350 5.2743 1.6799
C -0.4117 2.8731 1.2081
O -0.0119 1.7082 1.4937
C -1.3739 3.0440 0.0456
O -1.4836 1.8575 -0.7072
C -0.8910 1.8935 -2.0318
C 0.5255 1.4214 -1.8758
O 1.1892 1.9750 -0.8387
N 1.2335 1.0789 -3.0365
C 2.6557 1.3113 -3.1491
C 0.5588 0.4015 -4.1144
H 1.7625 4.3466 2.8484
H 1.1203 2.7319 3.2086
H 0.3929 4.1635 3.9623
H 0.3244 5.9296 1.5607
H -1.1237 5.6219 2.5278
H -1.1449 5.3371 0.7884
H -1.0729 3.8709 -0.5905
H -2.3559 3.2629 0.4660
H -0.9752 2.9011 -2.4640
H -1.4660 1.2108 -2.6410
H 3.0187 1.7935 -2.2480
H 2.8936 1.9565 -3.9993
H 3.2020 0.3699 -3.2806
H -0.2199 -0.2635 -3.7299
H 1.2773 -0.2249 -4.6458
H 0.1048 1.0749 -4.8501
N -4.4120 -4.0034 0.9972
C -3.2084 -3.4359 1.0007
N -2.1699 -4.0887 1.5121
N -3.1300 -2.2182 0.4848
C -2.0623 -1.5163 0.3699
N -1.1524 -0.8126 0.2220
H -4.5929 -4.8723 1.4668
H -5.1916 -3.4505 0.6838
H -2.2543 -5.0476 1.8042
H -1.2319 -3.7297 1.3969
Cl 1.7776 -0.6266 2.2673
C 1.5689 -2.2205 1.5297
C 1.3415 -3.3081 2.3479
C 1.1050 -4.5437 1.7575
C 1.0719 -4.6369 0.3685
C 1.3106 -3.5187 -0.4220
C 1.6005 -2.2704 0.1356
C 1.8930 -1.0410 -0.6546
H 1.3580 -3.1933 3.4248
H 0.9668 -5.4223 2.3780
H 0.8874 -5.5961 -0.1036
H 1.3098 -3.6109 -1.5023
H 1.9467 -1.2457 -1.7188
H 2.8315 -0.5982 -0.3168
*
```

Energy relative to the best compared isomer or geometry (same formula, charge and spin) = 10.5 kcal per mole
LUMO energy (alpha / beta) = -2.09 / -2.09 eV
Orbital gap (alpha / beta) = 6.86 / 6.86 eV
E = -68767.48161 eV

Electronic structure analysis, Mulliken charges in units of e: atom 1 (Ti): 0.050, atom 2 (C): -0.973, atom 3 (N): 0.075, atom 4 (C): -0.960, atom 5 (C): 1.347, atom 6 (O): -0.527, atom 7 (C): -1.038, atom 8 (O): -0.341, atom 9 (C): -0.773, atom 10 (C): 0.905, atom 11 (O): -0.698, atom 12 (N): 0.304, atom 13 (C): -1.036, atom 14 (C): -1.119, atom 15 (H): 0.334, atom 16 (H): 0.241, atom 17 (H): 0.340, atom 18 (H): 0.349, atom 19 (H): 0.343, atom 20 (H): 0.352, atom 21 (H): 0.433, atom 22 (H): 0.508, atom 23 (H): 0.272, atom 24 (H): 0.543, atom 25 (H): 0.270, atom 26 (H): 0.348, atom 27 (H): 0.353, atom 28 (H): 0.345, atom 29 (H): 0.379, atom 30 (H): 0.313, atom 31 (N): -0.365, atom 32 (C): 0.562, atom 33 (N): -0.322, atom 34 (N): -0.715, atom 35 (C): 0.589, atom 36 (N): -0.270, atom 37 (H): 0.206, atom 38 (H): 0.259, atom 39 (H): 0.244, atom 40 (H): 0.168, atom 41 (Cl): -0.250, atom 42 (C): 0.819, atom 43 (C): -0.403, atom 44 (C): -0.763, atom 45 (C): -0.654, atom 46 (C): -0.417, atom 47 (C): 0.573, atom 48 (C): -1.759, atom 49 (H): 0.413, atom 50 (H): 0.439, atom 51 (H): 0.378, atom 52 (H): 0.440, atom 53 (H): 0.491, atom 54 (H): 0.397

=====

Record 5
The following is a DFT calculation (wB97M-V/def2-TZVPD) of a molecular structure, C27H33As2BaN2OS5 at a distorted geometry.

```
! RIJCOSX wB97M-V def2-TZVPD def2/J DEFGRID3
* xyz -1 1
Ba 1.8390 -0.4781 -0.9938
O 3.4729 -2.6741 5.6147
C 3.1957 -2.6211 4.4339
S 1.5108 -2.4859 3.7516
C 1.8289 -2.3689 2.0484
C 3.1936 -2.4322 1.7009
S 4.0775 -2.4471 0.2100
S 4.3461 -2.4550 3.0366
S 0.3337 -2.1753 1.1966
C -0.9402 2.1454 -1.9834
N -0.1582 1.0361 -2.4763
C -0.2587 0.8302 -3.7544
C 0.4298 -0.2043 -4.4331
C 0.2187 -0.6476 -5.7939
C 1.0817 -1.7196 -5.9525
C 1.8380 -1.8392 -4.7523
N 1.4488 -0.9412 -3.8282
C -2.2928 1.7140 -1.4779
C -2.4902 0.5182 -0.7924
C -3.7561 0.1359 -0.3916
C -4.8468 0.9263 -0.7123
C -4.6588 2.1869 -1.2703
C -3.3746 2.5926 -1.6246
H -1.1255 2.9534 -2.7094
H -0.3851 2.5694 -1.1229
H -0.9258 1.4348 -4.3938
H -0.5189 -0.2941 -6.5216
H 1.1413 -2.3793 -6.8278
H 2.6115 -2.5692 -4.4964
H -1.6388 -0.1384 -0.6205
H -3.8725 -0.8058 0.1624
H -5.8737 0.5780 -0.5326
H -5.5064 2.8314 -1.4481
H -3.2766 3.5967 -2.0196
C 0.1275 -3.9798 -2.0955
As 1.5669 -5.3546 -1.9330
C 2.0955 -5.4259 0.0018
C 0.9489 -7.0953 -2.5108
S 3.2349 -4.7921 -3.1152
H -0.8435 -4.5000 -2.0261
H 0.2589 -3.5090 -3.0942
H 0.2532 -3.2265 -1.3054
H 2.0031 -6.4833 0.2337
H 1.3529 -4.8425 0.5563
H 3.1087 -5.0022 0.0947
H -0.0080 -7.3552 -2.0557
H 1.7419 -7.8154 -2.2474
H 0.8659 -7.0218 -3.6049
C 1.3483 1.1063 3.5374
As 0.5855 1.5884 1.7509
C 1.7177 3.2418 1.5328
C -1.1477 2.3780 2.3179
C -1.1001 3.6869 3.0577
C -1.0205 3.7167 4.4571
C -1.0679 4.9358 5.1348
C -1.1299 6.1117 4.4359
C -1.2905 6.1027 3.0546
C -1.2743 4.8945 2.3634
H 1.4083 1.9919 4.1812
H 2.3551 0.7306 3.3038
H 0.7056 0.3106 3.9362
H 1.8916 3.6427 2.5601
H 1.1625 3.9420 0.9047
H 2.6901 2.9596 1.0745
H -1.6322 1.5461 2.8842
H -1.6994 2.4640 1.3663
H -0.9332 2.7736 4.9620
H -1.0325 4.9361 6.2215
H -1.0558 7.0521 4.9957
H -1.4331 7.0517 2.5329
H -1.4226 4.8669 1.3109
*
```

Energy relative to the best compared isomer or geometry (same formula, charge and spin) = 0.0 kcal per mole
LUMO energy = 1.81 eV
Orbital gap = 5.55 eV
E = -210113.02671 eV

Electronic structure analysis, Mulliken charges in units of e: atom 1 (Ba): 1.255, atom 2 (O): -0.635, atom 3 (C): 0.576, atom 4 (S): -0.281, atom 5 (C): 0.337, atom 6 (C): -0.339, atom 7 (S): -0.516, atom 8 (S): -0.256, atom 9 (S): -0.485, atom 10 (C): -1.266, atom 11 (N): 0.201, atom 12 (C): -0.113, atom 13 (C): -0.114, atom 14 (C): -0.858, atom 15 (C): -0.453, atom 16 (C): -0.713, atom 17 (N): 0.019, atom 18 (C): 0.807, atom 19 (C): -0.068, atom 20 (C): -0.699, atom 21 (C): -0.353, atom 22 (C): -0.588, atom 23 (C): -0.449, atom 24 (H): 0.455, atom 25 (H): -0.047, atom 26 (H): 0.312, atom 27 (H): 0.374, atom 28 (H): 0.389, atom 29 (H): 0.395, atom 30 (H): 0.528, atom 31 (H): 0.408, atom 32 (H): 0.340, atom 33 (H): 0.392, atom 34 (H): 0.343, atom 35 (C): -0.489, atom 36 (As): 0.682, atom 37 (C): -0.810, atom 38 (C): -1.092, atom 39 (S): -0.564, atom 40 (H): 0.406, atom 41 (H): 0.144, atom 42 (H): -0.031, atom 43 (H): 0.442, atom 44 (H): 0.196, atom 45 (H): 0.175, atom 46 (H): 0.388, atom 47 (H): 0.334, atom 48 (H): 0.322, atom 49 (C): -1.280, atom 50 (As): 0.548, atom 51 (C): -1.193, atom 52 (C): -0.836, atom 53 (C): 0.260, atom 54 (C): -0.375, atom 55 (C): -0.631, atom 56 (C): -0.374, atom 57 (C): -0.614, atom 58 (C): -0.199, atom 59 (H): 0.459, atom 60 (H): 0.344, atom 61 (H): 0.305, atom 62 (H): 0.323, atom 63 (H): 0.356, atom 64 (H): 0.390, atom 65 (H): 0.496, atom 66 (H): 0.090, atom 67 (H): 0.420, atom 68 (H): 0.350, atom 69 (H): 0.343, atom 70 (H): 0.355, atom 71 (H): 0.464

=====

Record 6
The following is a DFT calculation (wB97M-V/def2-TZVPD) of C5H4O2 in the gas phase at a distorted geometry.

```
! RIJCOSX wB97M-V def2-TZVPD def2/J DEFGRID3
* xyz 0 1
O -1.7776 1.6511 0.0751
C -1.0195 0.7429 -0.1485
C -1.1713 -0.7121 0.0305
C 0.0537 -1.1986 0.2744
C 1.1305 -0.1133 0.2254
C 0.4684 0.9515 -0.6063
O 0.8462 1.8312 -1.3235
H -2.1126 -1.2419 -0.0700
H 0.2742 -2.2637 0.4006
H 1.1598 0.8453 0.9102
H 2.1482 -0.4925 0.2321
*
```

Energy relative to the best compared isomer or geometry (same formula, charge and spin) = 42.4 kcal per mole
LUMO energy = -0.42 eV
SMILES = O=C1C=CCC1=O
Orbital gap = 8.96 eV
E = -9342.34258 eV

Electronic structure analysis, Mulliken charges in units of e: atom 1 (O): -0.504, atom 2 (C): 0.426, atom 3 (C): -0.340, atom 4 (C): -0.245, atom 5 (C): -0.546, atom 6 (C): 0.362, atom 7 (O): -0.509, atom 8 (H): 0.400, atom 9 (H): 0.390, atom 10 (H): 0.168, atom 11 (H): 0.399